(1)
Entry from the OMol25 dataset: a molecular structure, C33H50Cl5N7O4S2ScSi2Te (the ωB97M-V functional and the def2-TZVPD basis).

Computed properties:
multiplicity: 1
total energy: -181685.994 eV
total charge: +1
frontier orbital gap: 8.20 eV

Last column: Mulliken charge in e.
Positions of all 105 atoms, in Å:
H 4.6082 2.1351 -1.2240  0.372
H 2.0378 -7.2475 -1.0235  0.405
C 2.4399 4.3462 -0.4590  -0.458
H -3.4900 1.0739 -2.4560  -0.012
C 4.5017 -5.1368 -1.6362  -1.103
H 0.7721 5.6278 -3.1364  0.457
C -2.5050 -5.0974 1.0044  -0.934
H -2.0980 -6.1059 0.8868  0.347
H 0.7116 -3.1287 2.3871  0.524
N -1.2429 -0.7515 -3.7855  -0.171
H 4.6017 0.3091 -3.0296  0.503
N 1.0604 0.2813 5.5293  -0.381
H -2.4857 -4.6167 0.0252  0.256
Cl -5.1053 3.6797 1.4417  -0.140
H 2.6199 7.2606 -3.0007  0.414
C 1.5333 5.5302 -2.3705  -0.487
H -1.7315 -1.1028 -4.5895  0.192
C -2.8486 0.4797 0.5514  -1.528
H -3.4720 -2.6784 2.8779  0.494
H 0.7487 -4.6862 1.5464  0.363
Cl -2.2147 2.6891 1.9614  -0.112
S 0.8165 -0.5071 3.0110  -0.471
H -4.3193 4.4338 -2.9515  0.482
C -4.6127 2.1497 0.8334  0.063
H -0.8313 -6.1989 3.5347  0.303
H 2.0612 -3.7419 -3.5555  0.240
H -3.5514 -5.1960 1.3064  0.344
Si 2.6576 -4.8904 -1.4474  0.216
H 2.1952 -5.4963 -3.8020  0.431
H -2.1587 -1.7688 2.0957  -0.649
C -1.3271 -5.2612 3.8008  -1.115
C -3.3141 1.7068 1.0528  1.010
H 4.7234 -6.0710 -2.1600  0.338
C 3.4734 5.2752 -0.3897  -0.723
H 0.7417 0.6362 6.4137  0.186
H -0.8301 2.2404 6.0724  0.401
Cl -6.1701 -0.8512 -1.2753  -0.162
H 2.8308 -2.4429 -1.0230  -1.041
H 5.3523 0.6257 -0.7186  0.510
S 0.1884 3.2682 -1.5956  0.635
C -2.2949 3.9897 -2.3968  -0.455
O -1.1999 0.5359 -1.9309  0.353
Cl -7.1069 1.9235 -0.1913  -0.187
H 1.9444 -0.1947 5.4843  0.241
H -2.4280 1.9034 5.4188  0.331
C 2.5680 6.4464 -2.2902  -0.709
H 4.4810 -1.3504 -2.4478  0.255
C 1.8421 -4.7199 -3.1173  -0.907
C 3.5368 6.3198 -1.2990  -0.471
C 0.2861 0.2588 4.4376  0.569
H -0.6007 5.4692 0.1589  0.449
N 1.6192 -0.3762 -1.9312  1.145
C -5.0884 0.1268 -0.3640  0.218
C -3.7879 -0.3110 -0.1401  0.742
H 5.0017 -5.1726 -0.6644  0.335
H -1.4737 0.7587 3.6717  -0.002
H -2.2976 -5.5114 4.2404  0.332
C -2.3863 -2.5649 2.8081  -0.032
C -5.5081 1.3683 0.1121  0.249
C 3.8999 -0.4973 -2.8132  -1.731
O -1.6093 0.0946 0.6940  0.152
C -1.2665 4.2910 -1.5154  0.536
Sc 0.1000 0.2068 -0.3047  -0.400
C -1.4205 5.2427 -0.5147  -0.503
C -3.6768 5.5992 -1.2675  -0.619
H 3.3985 -0.8008 -3.7277  0.381
O 1.2538 -1.1858 -2.8828  -0.886
C 1.4792 4.4936 -1.4454  0.608
H 2.3692 -6.4195 0.4990  0.301
N -0.9139 0.8251 4.5086  0.043
N 0.2225 2.3940 -0.2681  0.065
H 2.1497 0.9843 2.1662  0.204
H 0.1567 2.9472 0.5807  0.203
Te 0.3181 -2.8350 -0.2497  -0.063
H -1.6624 0.7185 6.4818  0.375
H 4.3429 7.0397 -1.2402  0.407
C 0.1848 -3.7571 1.6676  -0.894
H -0.7284 -4.7695 4.5727  0.305
H -2.7731 6.6361 0.3845  0.420
C -1.4798 1.4495 5.6919  -1.191
Si -1.5461 -4.1599 2.3061  -0.075
H 2.3898 3.5179 0.2393  0.296
C 3.2300 0.6440 -0.5848  0.461
H 4.9459 -4.3211 -2.2147  0.315
C -2.6340 5.8960 -0.3927  -0.688
C 2.8738 -0.0695 -1.8179  -0.104
C 1.9042 -6.3053 -0.4846  -0.937
H 0.7554 -4.8117 -3.0390  0.259
C 2.3910 -3.2868 -0.4897  0.530
H -3.6303 0.1486 -3.8865  0.249
N 2.3579 0.6128 0.3550  1.052
H 4.7158 1.7430 0.5051  0.413
N -3.0310 0.6264 -3.2341  -0.317
H 2.8098 -3.3032 0.5184  0.745
O 2.6778 1.4020 1.4462  -0.694
H -4.6251 6.1110 -1.1647  0.445
C -3.5084 4.6556 -2.2695  -0.579
H 4.2285 5.1761 0.3798  0.455
H 0.8285 -6.1617 -0.3431  0.152
H -2.1551 3.2339 -3.1611  0.499
C -1.8047 0.1119 -2.9587  0.045
H -2.0130 -2.2440 3.7858  0.248
C 4.5542 1.3322 -0.4839  -2.080
Cl -3.2619 -1.8313 -0.7547  -0.097
H -0.2717 -1.0448 -3.5354  0.234

Cartesian forces (eV/Å) of the 6 atoms listed first:
-0.01 -0.02 0.02
-0.01 0.04 0.03
0.03 0.00 0.01
-0.02 -0.01 0.00
0.06 0.01 -0.01
0.02 0.00 0.02



(2)
Entry from the OMol25 dataset: a single C4H3N3S molecule in a non-equilibrium geometry (the ωB97M-V functional and the def2-TZVPD basis).

Computed properties:
multiplicity: 1
structure (SMILES): S=C1Cn2nncc21
total energy: -19498.933 eV
total charge: 0
frontier orbital gap: 8.35 eV

Last column: Mulliken charge in e.
Positions of all 11 atoms, in Å:
C -0.3845 1.5131 -0.0052  -0.177
N 2.1908 0.7042 -0.0001  -0.779
N 2.5035 -0.5774 0.0024  -0.215
S -2.5670 -0.4034 0.0010  -0.285
C -1.0418 0.0945 -0.0009  0.052
C 1.3875 -1.3427 -0.0014  -0.506
H 1.4493 -2.4345 0.0079  0.394
H -0.4925 2.1123 0.9149  0.240
H -0.5109 2.1002 -0.8814  0.258
N 0.8839 0.7338 -0.0026  0.704
C 0.3019 -0.4896 -0.0016  0.315

Cartesian forces (eV/Å) of the 6 atoms listed first:
0.46 -0.26 1.25
-0.09 0.21 -0.01
-0.08 -0.11 -0.01
0.42 0.11 0.00
-0.56 0.15 0.00
0.01 -0.96 0.06



(3)
Entry from the OMol25 dataset: 2 unconnected molecules or ions with the total composition NO5S in a non-equilibrium geometry (the ωB97M-V functional and the def2-TZVPD basis).

Computed properties:
multiplicity: 1
total energy: -22560.045 eV
total charge: -1
frontier orbital gap (alpha / beta): 5.70 / 4.34 eV

Last column: Mulliken charge in e.
Positions of all 7 atoms, in Å:
N 1.6106 -0.9637 -1.9872  0.327
O -0.4131 1.8669 2.0597  -0.417
O -1.8089 0.9923 0.2859  -0.385
O 0.8161 -1.7539 -2.5666  -0.562
S -0.7857 0.7541 1.2636  0.937
O 1.3360 -0.3680 -0.9422  -0.510
O -0.7550 -0.5278 1.8869  -0.389

Cartesian forces (eV/Å) of the 6 atoms listed first:
0.13 -1.11 -1.52
1.36 1.05 0.21
0.66 -0.04 -0.50
0.52 1.37 1.48
-2.53 -0.87 0.02
-0.84 0.11 0.47



The calculation returns the following ΔE to the lowest compared entry with this formula, charge and spin values, one per record and in order: 0.00, 251.72, 208.10 kJ/mol.